Record 1
This record from the Open Molecules 2025 dataset describes C18H37B2FO15Ta as an isolated structure at a distorted geometry. The level of theory is ωB97M-V/def2-TZVPD.

Summary:
net charge: -1
E_tot: -2043.485201 Eh
maximum force: 2.89 eV Å⁻¹
orbital gap: 0.264 Eh
HOMO level: -5.196 eV

The geometry in XYZ format:
```
74
C18H37B2FO15Ta | the Open Molecules 2025 dataset | ωB97M-V/def2-TZVPD
C -0.51 3.46 4.98
B -0.71 3.50 3.41
O -1.49 4.53 2.89
Ta 0.27 1.85 2.02
O -0.56 0.38 3.26
C 1.22 3.37 0.65
C 2.77 3.33 0.70
C 3.37 4.68 0.99
O 3.30 2.91 -0.57
O 1.15 0.30 0.92
B 1.09 -0.84 1.62
O 1.97 -1.09 2.67
O 0.13 -1.80 1.28
C -1.74 1.80 0.88
C -1.98 2.86 -0.18
F -2.86 1.86 1.80
H -1.11 4.21 5.50
H -0.76 2.47 5.36
H 0.55 3.61 5.18
H -2.30 4.62 3.40
H 1.71 1.97 3.19
H -1.44 0.68 3.51
H 0.88 3.31 -0.38
H 0.91 4.35 1.01
H 3.09 2.64 1.47
H 2.86 5.47 0.44
H 3.36 4.90 2.06
H 4.41 4.68 0.66
H 2.67 2.28 -0.94
H 1.50 -1.28 3.48
H -0.37 -2.02 2.07
H -1.82 0.82 0.42
H -3.06 3.01 -0.29
H -1.55 3.83 0.06
H -1.63 2.51 -1.15
C 3.21 -1.76 -0.54
C 4.40 -2.15 -1.38
C 4.68 -3.63 -1.45
O 6.08 -3.66 -1.76
C 6.62 -2.54 -1.23
O 7.79 -2.35 -1.11
O 5.66 -1.67 -0.86
H 3.24 -0.72 -0.23
H 2.31 -1.93 -1.12
H 3.16 -2.38 0.36
H 4.29 -1.74 -2.39
H 4.08 -4.13 -2.21
H 4.53 -4.12 -0.49
C -6.81 -0.94 0.97
C -5.82 -0.44 -0.05
C -5.53 1.05 -0.03
O -5.15 1.29 -1.39
C -5.79 0.38 -2.16
O -5.87 0.42 -3.35
O -6.33 -0.60 -1.39
H -7.23 -1.89 0.65
H -6.31 -1.08 1.93
H -7.63 -0.23 1.10
H -4.89 -1.00 0.01
H -4.74 1.33 0.66
H -6.43 1.64 0.17
C -0.05 -2.27 -3.03
C 0.41 -3.47 -3.81
C -0.37 -4.75 -3.60
O 0.61 -5.76 -3.88
C 1.82 -5.24 -3.56
O 2.83 -5.86 -3.43
O 1.72 -3.90 -3.37
H 0.76 -1.55 -2.93
H -0.88 -1.79 -3.54
H -0.37 -2.55 -2.02
H 0.49 -3.24 -4.87
H -1.22 -4.86 -4.27
H -0.69 -4.87 -2.57
```

---

Record 2
This record from the Open Molecules 2025 dataset describes C18H37BrN4O3P as an isolated structure at a distorted geometry. The level of theory is ωB97M-V/def2-TZVPD.

Summary:
net charge: +1
E_tot: -4067.639308 Eh
maximum force: 6.21 eV Å⁻¹
orbital gap: 0.209 Eh
HOMO level: -9.680 eV

The geometry in XYZ format:
```
64
C18H37BrN4O3P | the Open Molecules 2025 dataset | ωB97M-V/def2-TZVPD
C -6.41 3.76 -3.94
C -5.34 3.43 -3.27
C -4.03 2.90 -2.54
N -4.37 1.83 -1.51
C -3.55 1.67 -0.47
N -3.61 0.69 0.66
C -4.94 0.54 1.33
C -5.13 -0.95 1.96
C -2.39 0.77 1.56
C -1.33 1.54 0.60
C 0.00 2.20 1.26
C -0.24 2.91 2.69
C 0.01 4.50 2.72
O -0.05 5.16 1.43
C -0.58 6.51 1.52
P -0.51 0.16 -0.49
O 0.24 -1.03 0.54
O -1.70 -0.73 -1.36
N -2.29 2.43 -0.13
Br -3.03 3.88 0.80
H -7.42 3.91 -4.46
H -3.32 2.36 -3.29
H -3.50 3.81 -2.08
H -5.18 1.20 -1.60
H -5.75 0.62 0.50
H -5.15 1.37 2.12
H -5.10 -1.73 1.10
H -4.31 -1.16 2.74
H -6.20 -1.04 2.41
H -2.72 1.23 2.56
H -2.01 -0.32 1.61
H 0.76 1.34 1.45
H 0.47 2.87 0.45
H -1.28 2.72 3.15
H 0.51 2.44 3.44
H -0.81 4.96 3.41
H 1.02 4.81 3.22
H 0.00 7.10 2.32
H -1.71 6.42 1.71
H -0.40 7.07 0.52
H 1.16 -1.09 0.15
H -2.00 -0.22 -2.16
C 6.47 -2.56 -0.31
C 5.21 -3.37 -0.02
N 4.27 -3.42 -1.13
C 2.96 -3.95 -0.75
C 2.89 -5.41 -0.30
C 4.79 -3.91 -2.40
C 5.40 -5.31 -2.43
H 6.23 -1.55 -0.63
H 7.09 -2.50 0.59
H 7.09 -3.03 -1.09
H 4.72 -2.89 0.84
H 5.50 -4.38 0.31
H 2.25 -3.81 -1.58
H 2.56 -3.33 0.06
H 2.98 -6.10 -1.14
H 1.92 -5.61 0.17
H 3.66 -5.66 0.43
H 5.55 -3.20 -2.75
H 4.01 -3.85 -3.17
H 6.05 -5.50 -1.58
H 6.01 -5.42 -3.33
H 4.63 -6.08 -2.47
```

---

Record 3
This record from the Open Molecules 2025 dataset describes C18H37FeN8O2SSi as an isolated structure. The level of theory is ωB97M-V/def2-TZVPD.

Summary:
2S+1: 6
net charge: +2
E_tot: -3247.677719 Eh
maximum force: 0.94 eV Å⁻¹
orbital gap (spin up / spin down): 0.354 / 0.228 Eh
HOMO level (spin up / spin down): -14.082 / -13.790 eV

The geometry in XYZ format:
```
68
C18H37FeN8O2SSi | the Open Molecules 2025 dataset | ωB97M-V/def2-TZVPD
Fe -0.57 0.26 -1.31
N 1.44 -0.19 -2.29
C 2.12 1.13 -2.47
C 3.34 1.30 -1.59
C 3.01 1.25 -0.09
C 3.74 2.30 0.74
N 3.64 3.65 0.18
C 2.52 4.37 0.10
N 1.40 3.92 0.67
N 2.54 5.57 -0.47
C 1.12 2.27 -2.19
O 1.52 3.38 -1.89
O -0.12 1.89 -2.24
H 2.09 -0.89 -1.95
H 1.15 -0.52 -3.20
H 2.43 1.24 -3.51
H 3.71 2.29 -1.84
H 4.12 0.59 -1.85
H 3.26 0.27 0.33
H 1.94 1.38 0.04
H 4.81 2.08 0.79
H 3.37 2.31 1.76
H 4.45 4.03 -0.27
H 1.30 2.94 0.87
H 0.53 4.37 0.41
H 3.35 5.89 -0.97
H 1.67 6.05 -0.66
C -4.12 1.35 -2.38
C -3.81 -0.10 -2.16
C -4.80 -1.11 -2.37
C -4.50 -2.44 -2.17
C -3.23 -2.79 -1.74
C -2.28 -1.76 -1.52
N -2.61 -0.44 -1.76
N -1.04 -1.90 -1.11
Si -0.32 -3.23 -0.14
C 1.43 -2.69 0.17
C -0.37 -4.89 -0.93
C -1.34 -3.20 1.41
H -4.59 1.49 -3.35
H -3.22 1.95 -2.32
H -4.83 1.70 -1.62
H -5.79 -0.81 -2.70
H -5.25 -3.20 -2.36
H -2.95 -3.83 -1.58
H 2.06 -2.86 -0.71
H 1.89 -3.25 0.99
H 1.46 -1.62 0.41
H 0.13 -4.92 -1.90
H -1.39 -5.26 -1.06
H 0.14 -5.61 -0.27
H -1.62 -2.18 1.69
H -0.81 -3.67 2.24
H -2.27 -3.76 1.25
C -2.24 -0.24 4.27
N -1.79 0.38 3.03
C -0.63 0.32 2.38
S -0.52 1.24 0.89
N 0.45 -0.33 2.80
C 0.75 -1.09 4.03
H -3.31 -0.07 4.35
H -1.77 0.20 5.15
H -2.07 -1.32 4.26
H -2.45 0.97 2.56
H 1.18 -0.34 2.11
H 0.04 -0.89 4.81
H 1.73 -0.78 4.39
H 0.77 -2.16 3.82
```

---

- The highest maximum force belongs to which entry?
  C18H37BrN4O3P

---

- net charge of number 2 (C18H37BrN4O3P)?
  +1

---

- What is the net charge in the second record?
  +1